The following is a DFT calculation (wB97M-V/def2-TZVPD) of a cluster of 9 separate species, C38H80F15N5O10PS3 in total.

As for the total charge: +1. The gap between HOMO and LUMO is 7.428 eV. The HOMO energy is -9.9543 eV. As for the calculated total energy: -5555.80565 Eh. The lowest unoccupied orbital energy comes out at -2.526 eV.

The geometry in XYZ format:
```
152
Properties=species:S:1:pos:R:3:lowdin_charge:R:1
C 1.39 1.78 0.11 0.039
C 0.20 0.94 0.44 -0.412
O 0.01 0.21 1.35 0.130
N -0.88 0.96 -0.54 0.071
H -1.59 1.70 -0.25 0.096
H -0.70 1.37 -1.47 0.104
C -1.61 -0.34 -0.48 0.005
H 2.28 1.30 0.54 0.080
H 1.35 2.74 0.63 0.104
H 1.57 2.03 -0.93 0.085
H -2.28 -0.49 -1.32 0.104
H -2.28 -0.29 0.37 0.083
H -0.87 -1.13 -0.51 0.070
C -7.83 1.76 -8.06 -0.101
C -7.05 1.30 -6.85 -0.225
C -6.06 2.45 -6.52 -0.116
N -4.94 2.02 -5.59 -0.269
C -4.01 0.97 -6.16 0.052
C -5.54 1.56 -4.25 -0.089
C -4.46 1.76 -3.18 -0.131
C -3.40 2.70 -3.77 -0.138
C -4.07 3.18 -5.05 -0.070
H -7.21 1.87 -8.94 0.083
H -8.46 2.59 -7.73 0.088
H -8.60 1.04 -8.37 0.079
H -6.55 0.34 -6.96 0.103
H -7.65 1.22 -5.94 0.109
H -6.42 3.35 -6.04 0.134
H -5.57 2.72 -7.46 0.128
H -3.28 0.75 -5.38 0.095
H -3.61 1.52 -7.01 0.111
H -4.49 0.07 -6.52 0.098
H -5.99 0.58 -4.40 0.133
H -6.30 2.33 -4.10 0.133
H -4.10 0.74 -2.98 0.111
H -4.96 2.12 -2.28 0.092
H -2.56 2.04 -3.98 0.098
H -3.15 3.49 -3.08 0.105
H -3.40 3.40 -5.87 0.136
H -4.69 4.05 -4.79 0.144
C -1.62 0.41 5.00 -0.063
C -0.50 -0.61 4.59 -0.197
C 0.29 -1.15 5.79 -0.101
N 0.01 -2.63 6.02 -0.240
C -1.44 -2.92 6.26 0.069
C 0.53 -3.47 4.89 -0.112
C 0.67 -4.91 5.44 -0.120
C 0.90 -4.68 6.95 -0.139
C 0.95 -3.16 7.12 -0.088
H -1.25 1.12 5.74 0.078
H -2.52 -0.09 5.35 0.068
H -1.84 0.92 4.07 0.063
H 0.26 0.07 4.19 0.104
H -0.68 -1.35 3.81 0.066
H -0.03 -0.67 6.71 0.129
H 1.36 -0.97 5.76 0.125
H -1.88 -2.74 5.28 0.076
H -1.85 -2.22 6.99 0.123
H -1.64 -3.94 6.55 0.119
H -0.09 -3.39 4.00 0.060
H 1.52 -3.17 4.56 0.138
H -0.24 -5.49 5.25 0.116
H 1.46 -5.40 4.87 0.116
H 0.11 -5.12 7.54 0.112
H 1.85 -5.17 7.13 0.116
H 0.52 -2.85 8.07 0.135
H 1.92 -2.71 6.96 0.128
C 10.52 5.07 1.02 -0.090
C 9.54 4.71 2.15 -0.201
C 8.53 3.75 1.45 -0.131
N 7.19 3.55 2.15 -0.299
C 7.49 2.70 3.36 0.041
C 6.16 2.91 1.27 -0.077
C 4.84 3.18 2.05 -0.143
C 5.05 4.57 2.60 -0.134
C 6.57 4.89 2.52 -0.072
H 11.05 4.15 0.76 0.086
H 11.27 5.65 1.56 0.084
H 10.14 5.69 0.21 0.087
H 8.99 5.60 2.43 0.102
H 10.09 4.28 2.98 0.114
H 8.86 2.74 1.20 0.139
H 8.25 4.15 0.48 0.129
H 6.57 2.53 3.92 0.107
H 8.16 3.28 3.99 0.105
H 8.01 1.78 3.08 0.115
H 6.48 1.89 1.09 0.144
H 6.09 3.49 0.36 0.145
H 4.67 2.40 2.79 0.111
H 4.02 3.12 1.33 0.109
H 4.51 4.83 3.50 0.125
H 4.58 5.27 1.91 0.125
H 6.92 5.34 3.44 0.139
H 6.77 5.43 1.60 0.138
C 1.64 -2.68 0.88 -0.073
C 0.69 -3.71 0.28 -0.225
C 1.07 -4.17 -1.10 -0.129
N 0.04 -5.05 -1.77 -0.239
C 0.01 -6.40 -1.10 0.028
C 0.41 -5.24 -3.25 -0.063
C -0.94 -5.19 -3.97 -0.141
C -2.09 -5.03 -2.94 -0.110
C -1.36 -4.48 -1.69 -0.087
H 1.32 -1.77 0.38 0.058
H 2.71 -2.83 0.75 0.081
H 1.45 -2.43 1.93 0.062
H -0.24 -3.15 0.33 0.096
H 0.56 -4.63 0.87 0.103
H 1.95 -4.83 -1.06 0.143
H 1.38 -3.36 -1.76 0.111
H -0.91 -6.81 -1.51 0.109
H -0.06 -6.42 -0.02 0.104
H 0.78 -7.08 -1.44 0.105
H 0.96 -6.17 -3.32 0.125
H 1.00 -4.37 -3.54 0.111
H -1.04 -6.10 -4.56 0.113
H -0.93 -4.48 -4.80 0.102
H -2.68 -5.92 -2.79 0.109
H -2.70 -4.24 -3.37 0.117
H -1.80 -4.54 -0.69 0.139
H -1.28 -3.43 -1.96 0.101
C -2.39 -2.60 2.98 -0.592
F -2.45 -1.92 1.84 0.149
F -1.08 -2.77 3.29 -0.030
F -2.96 -1.86 3.93 0.109
S -3.18 -4.34 2.80 0.484
O -4.10 -4.13 1.69 -0.329
O -1.97 -5.06 2.41 -0.363
O -3.80 -4.74 4.05 -0.317
C 1.38 4.77 -3.11 -0.676
F 1.94 3.82 -3.83 0.140
F 2.06 5.03 -1.99 0.101
F 1.35 5.85 -3.85 0.143
S -0.44 4.38 -2.57 0.514
O -0.56 2.93 -2.36 -0.363
O -0.63 5.11 -1.34 -0.315
O -1.27 4.85 -3.68 -0.332
C -4.44 2.56 2.40 -0.669
F -3.84 1.51 2.95 0.119
F -5.73 2.54 2.67 0.155
F -3.86 3.67 2.85 0.128
S -4.25 2.53 0.49 0.511
O -4.88 1.29 0.06 -0.335
O -4.92 3.72 0.00 -0.301
O -2.81 2.52 0.28 -0.331
P 0.38 -1.22 -3.92 0.215
F -1.09 -0.50 -4.06 -0.180
F 0.92 -0.21 -5.07 -0.153
F 0.71 -0.16 -2.74 -0.153
F 1.87 -1.89 -3.83 -0.167
F -0.23 -2.21 -2.75 -0.194
F 0.02 -2.30 -5.06 -0.150
```



The following is a DFT calculation (wB97M-V/def2-TZVPD) of a structure of composition C5H13NO2.

As for the total charge: 0. The gap between HOMO and LUMO is 4.162 eV. The HOMO energy is -7.7224 eV. Its relative energy (zero: lowest compared OMol25 entry of this formula, charge and spin) is 10.077 eV. As for the calculated total energy: -403.20627 Eh. The lowest unoccupied orbital energy comes out at -3.560 eV.

The geometry in XYZ format:
```
21
Properties=species:S:1:pos:R:3:lowdin_charge:R:1
C -2.25 -1.71 0.08 -0.042
N -0.76 -1.74 0.13 0.113
C 2.00 1.00 0.89 -0.036
C 0.93 0.09 0.26 -0.069
C -0.35 -0.70 0.79 -0.319
C -0.47 0.72 0.30 -0.281
O -0.98 1.04 -0.96 0.027
H -2.58 -2.26 -0.76 0.069
H -2.49 -0.64 0.04 0.084
H -2.60 -2.00 1.10 0.116
H 0.93 -2.97 -2.21 0.016
H 1.84 2.03 0.58 0.051
H 2.94 0.73 0.42 0.086
H 1.97 0.97 1.97 0.080
H 0.41 -3.29 -1.70 0.003
H 1.13 -0.48 -0.68 0.154
H -0.08 -0.67 1.86 0.220
H -0.70 1.40 1.15 0.176
H -0.49 1.85 -1.25 0.061
H 0.80 3.75 -1.21 -0.109
O 0.79 2.90 -0.80 -0.399
```



The following is a DFT calculation (wB97M-V/def2-TZVPD) of a structure of composition C39H94AsF6N10O7Pb.

As for the total charge: +1. The gap between HOMO and LUMO is 1.270 eV. The HOMO energy is -9.5439 eV. Its relative energy (zero: lowest compared OMol25 entry of this formula, charge and spin) is 8.904 eV. As for the calculated total energy: -5644.12235 Eh. The lowest unoccupied orbital energy comes out at -8.274 eV.

The geometry in XYZ format:
```
158
Properties=species:S:1:pos:R:3:lowdin_charge:R:1
Pb 4.11 1.28 4.10 1.820
As -0.43 -0.77 1.30 0.874
F 0.80 -1.74 0.46 -0.302
F -0.70 -2.05 2.55 -0.307
F -1.61 0.31 2.15 -0.308
F -0.14 0.52 0.09 -0.312
F -1.70 -1.47 0.27 -0.280
F 0.87 -0.01 2.24 -0.341
C -1.34 5.45 -4.58 -0.068
C -1.29 5.68 -3.03 -0.238
N -2.58 6.13 -2.46 -0.194
C -3.68 5.17 -2.59 -0.252
C -3.52 3.79 -1.86 -0.083
C -3.01 7.51 -2.71 -0.261
C -1.91 8.56 -2.61 -0.096
H -1.71 4.45 -4.81 0.063
H -0.36 5.53 -5.04 0.063
H -2.02 6.20 -4.99 0.069
H -0.99 4.79 -2.48 0.095
H -0.50 6.39 -2.77 0.091
H -4.58 5.53 -2.09 0.107
H -3.95 4.99 -3.63 0.107
H -2.69 3.25 -2.32 0.052
H -3.23 3.81 -0.81 0.067
H -4.36 3.11 -1.98 0.071
H -3.72 7.82 -1.94 0.103
H -3.60 7.60 -3.62 0.108
H -1.22 8.47 -3.45 0.064
H -1.28 8.46 -1.72 0.068
H -2.31 9.58 -2.60 0.075
C 4.12 -2.49 -7.21 -0.098
C 2.75 -2.13 -6.63 -0.264
N 2.50 -0.69 -6.53 -0.174
C 2.71 -0.14 -7.87 -0.287
C 2.50 1.39 -7.98 -0.095
C 1.11 -0.32 -6.14 -0.267
C 0.64 -1.03 -4.90 -0.106
H 4.05 -2.53 -8.30 0.072
H 4.38 -3.46 -6.78 0.069
H 4.97 -1.87 -6.91 0.074
H 1.97 -2.66 -7.19 0.120
H 2.68 -2.47 -5.60 0.097
H 3.77 -0.30 -8.08 0.096
H 2.14 -0.61 -8.66 0.121
H 2.89 1.68 -8.95 0.069
H 1.46 1.70 -8.04 0.064
H 3.01 1.96 -7.20 0.070
H 0.33 -0.42 -6.90 0.121
H 1.20 0.73 -5.87 0.102
H 1.37 -1.00 -4.09 0.073
H 0.44 -2.09 -5.02 0.066
H -0.36 -0.67 -4.63 0.077
C 1.60 -6.72 2.89 -0.087
C 1.97 -6.29 1.45 -0.229
N 2.67 -7.31 0.61 -0.165
C 3.08 -6.83 -0.75 -0.262
C 1.93 -6.46 -1.67 -0.103
C 3.86 -7.92 1.24 -0.249
C 4.90 -6.91 1.78 -0.094
H 2.49 -7.00 3.45 0.051
H 0.92 -7.57 2.94 0.075
H 1.18 -5.91 3.49 0.066
H 1.05 -6.02 0.93 0.106
H 2.58 -5.39 1.57 0.096
H 3.74 -5.97 -0.61 0.096
H 3.55 -7.56 -1.40 0.111
H 1.40 -5.61 -1.25 0.055
H 2.27 -6.02 -2.61 0.070
H 1.22 -7.28 -1.77 0.083
H 4.31 -8.71 0.63 0.112
H 3.51 -8.50 2.10 0.094
H 5.40 -6.40 0.96 0.054
H 5.65 -7.46 2.35 0.069
H 4.52 -6.09 2.37 0.054
C 3.96 -3.63 7.13 0.002
C 2.78 -2.79 6.84 -0.584
O 2.90 -1.77 6.17 -0.030
N 1.59 -3.21 7.29 0.040
C 0.32 -2.49 7.00 -0.045
H 4.79 -2.94 7.31 0.085
H 4.22 -4.18 6.22 0.095
H 3.81 -4.32 7.96 0.086
H 1.45 -4.03 7.86 0.145
H 0.33 -1.72 6.22 0.080
H 0.06 -1.98 7.93 0.081
H -0.54 -3.09 6.72 0.085
C -7.70 -0.80 5.18 0.002
C -7.78 -2.16 4.49 -0.597
O -8.88 -2.73 4.42 0.003
N -6.77 -2.82 4.07 0.026
C -5.38 -2.31 4.01 -0.053
H -8.57 -0.56 5.79 0.084
H -7.54 -0.01 4.45 0.083
H -6.86 -0.85 5.88 0.065
H -7.00 -3.74 3.70 0.153
H -5.22 -1.56 3.23 0.085
H -4.72 -3.15 3.78 0.081
H -4.99 -1.95 4.96 0.070
C -2.95 8.67 2.36 0.002
C -2.03 7.53 2.77 -0.579
O -1.67 7.47 3.91 0.051
N -1.61 6.73 1.76 0.013
C -0.81 5.53 1.93 -0.080
H -3.11 8.62 1.28 0.064
H -2.41 9.58 2.62 0.084
H -3.86 8.74 2.96 0.085
H -1.97 6.79 0.82 0.118
H -0.46 5.14 0.98 0.079
H -1.33 4.79 2.54 0.083
H 0.12 5.66 2.49 0.071
C -0.35 3.68 7.63 -0.004
C -0.46 2.70 6.50 -0.546
O 0.52 2.49 5.78 -0.046
N -1.67 2.12 6.32 0.031
C -2.93 2.35 7.06 -0.057
H -1.02 4.52 7.43 0.093
H 0.63 4.14 7.76 0.084
H -0.70 3.16 8.52 0.082
H -1.75 1.56 5.49 0.141
H -2.77 2.26 8.14 0.080
H -3.75 1.69 6.77 0.087
H -3.27 3.37 6.89 0.087
C 5.51 4.29 -1.13 0.005
C 4.50 3.23 -0.67 -0.537
O 4.50 2.88 0.50 -0.046
N 3.62 2.71 -1.56 0.018
C 3.59 2.99 -2.95 -0.080
H 4.89 5.03 -1.65 0.082
H 6.20 3.84 -1.84 0.089
H 5.97 4.78 -0.27 0.083
H 2.96 2.04 -1.19 0.153
H 2.64 3.50 -3.14 0.089
H 3.52 2.04 -3.48 0.092
H 4.37 3.64 -3.32 0.087
C 7.57 -1.93 0.57 -0.001
C 6.04 -1.86 0.58 -0.536
O 5.50 -1.63 1.66 -0.035
N 5.30 -2.06 -0.52 0.037
C 5.74 -2.28 -1.87 -0.071
H 8.00 -2.18 1.54 0.080
H 7.93 -0.94 0.29 0.086
H 8.03 -2.68 -0.07 0.076
H 4.30 -2.01 -0.37 0.151
H 5.24 -1.62 -2.58 0.087
H 5.55 -3.29 -2.23 0.086
H 6.82 -2.20 -2.00 0.083
C -9.53 -2.86 -4.50 -0.010
C -8.38 -3.59 -3.81 -0.545
O -8.43 -4.84 -3.71 0.008
N -7.40 -2.89 -3.27 -0.002
C -6.25 -3.37 -2.51 -0.063
H -10.31 -3.47 -4.94 0.082
H -9.22 -2.22 -5.33 0.074
H -9.97 -2.24 -3.71 0.079
H -7.45 -1.89 -3.37 0.133
H -6.54 -4.18 -1.84 0.086
H -5.88 -2.58 -1.86 0.078
H -5.37 -3.65 -3.09 0.081
```



The following is a DFT calculation (wB97M-V/def2-TZVPD) of a cluster of 6 separate species, C58H80Cl2NO3S in total.

As for the total charge: +1. The gap between HOMO and LUMO is 8.363 eV. The HOMO energy is -10.7135 eV. As for the calculated total energy: -3856.63240 Eh. The lowest unoccupied orbital energy comes out at -2.350 eV.

The geometry in XYZ format:
```
145
Properties=species:S:1:pos:R:3:lowdin_charge:R:1
C -3.46 0.10 -2.74 -0.133
C -4.31 0.77 -3.86 -0.239
C -3.44 1.90 -4.49 -0.225
C -3.41 3.19 -3.64 -0.211
C -2.26 4.07 -4.22 -0.207
C -2.14 5.46 -3.51 -0.184
C -0.64 5.76 -3.23 -0.194
C -0.25 5.62 -1.70 -0.190
C 0.74 4.44 -1.59 -0.216
C 1.15 4.26 -0.10 -0.203
C -0.04 3.72 0.78 -0.182
C 0.47 2.72 1.85 -0.161
C 0.07 1.21 1.63 -0.306
C -1.41 1.12 2.09 -0.091
C -2.25 -0.01 1.49 -0.232
O -2.63 -0.07 0.35 0.065
C 0.12 1.00 0.06 -0.082
C 0.56 -0.38 -0.42 -0.078
N 1.94 -0.59 0.10 -0.278
O 2.31 -1.92 0.20 -0.050
C 2.94 -0.05 -0.95 -0.309
S 3.27 -1.45 -2.11 0.935
C 3.40 -0.80 -3.83 -0.477
C 1.99 -0.76 -4.52 -0.153
C 2.26 0.18 1.37 -0.029
C 1.10 0.21 2.40 -0.257
C 0.50 -1.23 2.57 -0.071
C -0.25 -1.39 3.94 -0.311
C -0.69 -2.83 4.25 -0.021
O 0.43 -2.14 4.92 -0.054
C 1.49 0.63 3.86 -0.527
Cl 0.55 1.74 4.91 0.696
C 2.54 0.14 4.55 -0.692
C 3.51 -0.92 4.09 -0.104
Cl 2.88 0.65 6.20 0.684
H -3.98 -0.71 -2.21 0.061
H -2.48 -0.25 -3.09 0.056
H -3.26 0.89 -1.99 0.044
H -5.21 1.17 -3.36 0.108
H -4.56 -0.03 -4.58 0.089
H -2.41 1.50 -4.51 0.096
H -3.82 2.06 -5.51 0.115
H -4.38 3.69 -3.80 0.120
H -3.24 3.00 -2.57 0.101
H -1.35 3.46 -4.11 0.095
H -2.51 4.25 -5.27 0.115
H -2.50 6.25 -4.19 0.106
H -2.77 5.47 -2.60 0.101
H -0.02 5.05 -3.80 0.090
H -0.33 6.76 -3.54 0.104
H -1.14 5.47 -1.07 0.100
H 0.21 6.56 -1.36 0.112
H 0.22 3.52 -1.89 0.101
H 1.64 4.66 -2.19 0.115
H 1.48 5.24 0.28 0.115
H 2.03 3.59 0.01 0.092
H -0.89 3.38 0.17 0.105
H -0.40 4.63 1.29 0.119
H -0.10 3.02 2.74 0.072
H 1.52 2.86 2.12 0.122
H -1.54 1.17 3.18 0.080
H -1.89 2.05 1.73 0.134
H -2.49 -0.87 2.16 0.133
H 0.88 1.66 -0.40 0.103
H -0.83 1.33 -0.38 0.125
H -0.15 -1.20 -0.23 0.138
H 0.65 -0.33 -1.52 0.122
H 1.52 -2.47 0.31 0.143
H 2.52 0.78 -1.53 0.108
H 3.85 0.26 -0.43 0.105
H 4.04 -1.49 -4.38 0.075
H 3.82 0.21 -3.78 0.071
H 1.83 0.26 -4.91 0.076
H 1.20 -0.97 -3.80 0.037
H 1.95 -1.49 -5.34 0.068
H 3.20 -0.29 1.70 0.126
H 2.55 1.21 1.14 0.141
H 1.25 -2.03 2.67 0.116
H -0.21 -1.55 1.79 0.104
H -0.92 -0.59 4.26 0.118
H -0.28 -3.63 3.64 0.116
H -1.60 -2.86 4.84 0.114
H 4.26 -0.43 3.43 0.092
H 3.10 -1.81 3.60 0.068
H 4.11 -1.30 4.93 0.074
C -2.72 -2.38 -5.96 -0.097
C -1.47 -1.77 -6.07 -0.102
C -0.75 -1.87 -7.25 -0.100
C -1.28 -2.57 -8.33 -0.090
C -2.53 -3.17 -8.22 -0.087
C -3.25 -3.07 -7.04 -0.088
H -3.28 -2.30 -5.03 0.092
H -1.06 -1.23 -5.22 0.078
H 0.22 -1.41 -7.33 0.092
H -0.72 -2.64 -9.25 0.103
H -2.95 -3.70 -9.06 0.104
H -4.22 -3.54 -6.95 0.103
C 5.98 -4.18 0.82 -0.094
C 7.15 -4.86 1.16 -0.082
C 7.35 -5.28 2.47 -0.088
C 6.38 -5.03 3.43 -0.100
C 5.22 -4.36 3.09 -0.102
C 5.01 -3.94 1.78 -0.105
H 5.83 -3.84 -0.20 0.097
H 7.90 -5.05 0.40 0.105
H 8.26 -5.80 2.73 0.104
H 6.54 -5.36 4.45 0.109
H 4.46 -4.17 3.84 0.097
H 4.10 -3.41 1.52 0.074
C 9.80 -3.44 5.19 -0.095
C 8.66 -2.65 5.16 -0.100
C 8.50 -1.63 6.09 -0.099
C 9.48 -1.40 7.04 -0.095
C 10.62 -2.19 7.08 -0.092
C 10.78 -3.22 6.15 -0.092
H 9.93 -4.24 4.46 0.094
H 7.90 -2.82 4.40 0.083
H 7.61 -1.01 6.06 0.094
H 9.35 -0.60 7.77 0.101
H 11.38 -2.02 7.82 0.103
H 11.66 -3.84 6.18 0.102
C -6.53 1.99 4.22 -0.088
C -5.87 1.13 5.09 -0.091
C -4.52 1.33 5.37 -0.098
C -3.84 2.38 4.78 -0.113
C -4.50 3.24 3.90 -0.101
C -5.84 3.04 3.62 -0.091
H -7.58 1.83 4.00 0.104
H -6.41 0.32 5.56 0.104
H -4.01 0.66 6.05 0.100
H -2.79 2.54 4.99 0.086
H -3.97 4.06 3.44 0.099
H -6.36 3.70 2.94 0.103
C -8.09 -2.16 -4.05 -0.096
C -9.44 -1.82 -4.01 -0.093
C -9.95 -1.13 -2.92 -0.093
C -9.11 -0.78 -1.86 -0.097
C -7.76 -1.12 -1.90 -0.101
C -7.26 -1.82 -3.00 -0.106
H -7.69 -2.70 -4.90 0.099
H -10.09 -2.08 -4.83 0.102
H -11.00 -0.87 -2.88 0.102
H -9.51 -0.25 -1.01 0.100
H -7.11 -0.85 -1.08 0.097
H -6.21 -2.09 -3.03 0.089
```



The following is a DFT calculation (wB97M-V/def2-TZVPD) of a structure of composition C4H5NO.

As for the total charge: 0. The gap between HOMO and LUMO is 8.308 eV. The HOMO energy is -7.8007 eV. Its relative energy (zero: lowest compared OMol25 entry of this formula, charge and spin) is 3.823 eV. As for the calculated total energy: -285.27408 Eh. The lowest unoccupied orbital energy comes out at 0.507 eV.

The geometry in XYZ format:
```
11
Properties=species:S:1:pos:R:3:lowdin_charge:R:1
O -2.05 -0.22 1.06 -0.087
C -0.80 0.00 0.73 -0.475
C 0.07 1.07 0.72 -0.033
N 1.01 0.78 -0.28 0.027
C 0.79 -0.39 -0.88 -0.083
C -0.33 -1.00 -0.24 -0.099
H -1.68 -0.88 -0.15 0.232
H 0.03 2.05 1.17 0.108
H 1.74 1.42 -0.56 0.158
H 1.49 -0.78 -1.61 0.121
H -0.28 -2.05 0.03 0.130
```



Q: What is the lowest unoccupied orbital energy in the second record?
A: -3.560 eV